[1]
{"formula": "C5H8O2", "method": "wB97M-V/def2-TZVPD", "total_charge": 0, "smiles": "C=C=CO.CC=O", "relative_energy_kj_mol": 354.82, "symbols": ["C", "C", "C", "O", "H", "H", "H", "H", "C", "C", "O", "H", "H", "H", "H"], "positions_angstrom": [[-0.76427, 1.19194, -1.93451], [-0.37427, 1.95280, -0.96752], [-0.05801, 2.78442, 0.01925], [0.55096, 2.33271, 1.12806], [-0.20017, 0.69395, -2.64139], [-1.71629, 0.77904, -1.85640], [-0.13375, 3.96916, -0.07655], [0.55148, 1.29458, 0.96127], [0.25670, -2.74020, 1.03858], [0.40295, -1.40090, 0.37666], [0.16077, -0.38915, 0.96701], [1.06660, -3.38528, 0.57103], [0.34384, -2.53973, 2.14501], [-0.81949, -3.06461, 0.84486], [0.73296, -1.47872, -0.57536]], "forces_ev_per_angstrom": [[-0.4, 0.0, 1.3], [0.5, 2.2, 0.7], [-0.1, 1.8, -1.9], [0.1, -2.6, 0.1], [1.6, -0.3, -1.6], [-1.9, -0.5, 0.0], [0.0, -2.9, 0.2], [0.1, 2.5, 1.0], [-0.3, 0.2, 0.3], [-1.1, -1.3, 3.5], [0.0, 1.0, 0.2], [-1.3, 0.2, 0.9], [0.1, -0.7, -1.1], [1.5, -0.1, 0.0], [1.1, 0.5, -3.7]]}

---

[2]
{"formula": "C8H32N16O8", "method": "wB97M-V/def2-TZVPD", "total_charge": 0, "smiles": "NC(N)=O.NC(N)=O.NC(N)=O.NC(N)=O.NC(N)=O.NC(N)=O.NC(N)=O.NC(N)=O", "relative_energy_kj_mol": 756.52, "symbols": ["N", "C", "N", "O", "H", "H", "H", "H", "N", "C", "N", "O", "H", "H", "H", "H", "N", "C", "N", "O", "H", "H", "H", "H", "N", "C", "N", "O", "H", "H", "H", "H", "N", "C", "N", "O", "H", "H", "H", "H", "N", "C", "N", "O", "H", "H", "H", "H", "N", "C", "N", "O", "H", "H", "H", "H", "N", "C", "N", "O", "H", "H", "H", "H"], "positions_angstrom": [[1.40693, 6.68836, 0.64148], [2.04169, 7.35953, 1.59643], [3.29243, 7.51032, 1.36921], [1.50296, 7.68594, 2.67451], [1.88088, 6.13201, -0.05561], [0.49130, 6.39659, 0.95228], [3.95211, 8.05596, 1.90511], [3.50365, 7.55705, 0.38265], [-1.30313, -3.64014, 6.13518], [-0.26938, -3.04149, 6.54993], [0.58149, -2.71390, 5.62244], [-0.12646, -2.73641, 7.66460], [-2.00872, -3.93793, 6.79365], [-1.30882, -4.08866, 5.23026], [1.39960, -2.17851, 5.87571], [0.15055, -2.72809, 4.70910], [5.97415, 2.82198, -2.44550], [4.86651, 2.05165, -2.47361], [5.09547, 0.87415, -2.14390], [3.71537, 2.49032, -2.63941], [6.82819, 2.28998, -2.53320], [5.79430, 3.81549, -2.47166], [6.03838, 0.51697, -2.08532], [4.45647, 0.21698, -2.56807], [3.75952, -4.77292, 1.68880], [4.05344, -5.89122, 2.25684], [3.05750, -6.63075, 2.60697], [5.24444, -6.13896, 2.64901], [2.83330, -4.65511, 1.30366], [4.47377, -4.06128, 1.62952], [3.14606, -7.29444, 3.36312], [2.12973, -6.38600, 2.29160], [-2.22065, -1.47603, 0.35742], [-1.14546, -1.19288, -0.30239], [-0.84794, 0.02846, -0.31099], [-0.48278, -2.03637, -0.87942], [-2.49385, -2.44838, 0.35910], [-2.49639, -0.79948, 1.05481], [-1.56008, 0.71507, -0.10720], [-0.14665, 0.32873, -0.97290], [-3.02164, -9.43770, 0.88026], [-3.44201, -8.48025, 1.60057], [-4.76129, -8.57089, 1.79832], [-2.80290, -7.64690, 2.20028], [-3.72576, -10.02022, 0.45018], [-2.06581, -9.26493, 0.60340], [-5.35930, -9.26570, 1.37438], [-5.23195, -8.02469, 2.50560], [0.14877, 5.29489, -6.00766], [-0.38553, 4.64407, -6.95877], [-0.14611, 3.41676, -6.65787], [-1.08872, 5.05738, -7.78840], [0.62009, 4.69506, -5.34574], [-0.13013, 6.24516, -5.80937], [-0.70982, 2.72926, -7.13711], [0.58230, 3.13676, -6.01670], [-6.13850, 5.42602, -1.11519], [-5.14640, 4.76211, -1.66874], [-5.07365, 4.97282, -2.96116], [-4.38936, 4.11640, -0.97968], [-6.76007, 6.01639, -1.64924], [-6.23042, 5.59093, -0.12299], [-5.75987, 5.40545, -3.56285], [-4.24177, 4.51525, -3.30573]], "forces_ev_per_angstrom": [[-2.1, -0.9, -1.4], [-3.3, 0.2, 4.6], [5.6, 1.2, -2.2], [0.2, -0.2, -1.4], [-0.1, 0.1, 0.3], [0.1, -0.1, -0.4], [-0.8, 0.0, 0.4], [0.4, -0.2, 0.1], [-5.8, -3.8, -2.7], [1.7, 1.3, 0.3], [2.3, 0.5, -3.5], [1.0, 1.4, 6.3], [0.3, 0.1, -0.1], [-0.2, 0.0, 0.3], [-0.4, 0.0, -0.4], [1.1, 0.5, -0.2], [0.0, 0.6, -0.2], [-2.7, 7.0, -0.6], [1.0, -8.5, 0.8], [0.8, 0.0, -0.4], [0.3, 1.3, 0.0], [0.9, -0.2, -0.2], [-0.2, 0.1, 0.1], [-0.2, -0.2, 0.5], [-1.0, 3.4, -2.5], [6.7, -0.9, 3.3], [-3.7, -2.9, 0.6], [-2.4, 0.3, -1.0], [0.4, 0.6, 0.0], [-0.3, -0.3, -0.3], [0.2, 0.1, -0.5], [0.1, -0.2, 0.4], [-3.5, -1.1, 2.2], [1.3, -4.6, -1.8], [1.8, 7.3, -0.4], [0.8, -1.2, -0.7], [-0.1, 0.4, 0.5], [-0.5, -0.7, 0.0], [0.2, 0.0, 0.0], [0.0, -0.1, 0.3], [2.7, -2.9, -3.0], [-2.3, 2.4, 3.6], [-3.6, 0.3, 0.6], [1.5, 1.1, 0.0], [1.0, -0.1, -0.4], [-0.1, -1.0, -0.6], [0.3, 0.1, 0.0], [0.5, 0.1, -0.2], [3.1, 5.3, 4.5], [-0.4, -0.4, 0.9], [0.0, -7.4, -1.2], [-3.2, 1.8, -4.4], [-0.2, 1.5, 0.5], [0.5, -0.2, 0.0], [0.6, -0.2, 0.1], [-0.5, -0.3, -0.5], [-3.5, 2.2, 1.7], [-0.2, 0.4, 2.1], [1.8, -0.8, -2.9], [1.3, -1.0, -0.1], [0.3, -0.2, -0.1], [0.4, -0.6, -0.2], [0.4, -0.2, 0.3], [-0.4, 0.2, -0.9]]}

---

[3]
{"formula": "C21H37AlBrCl2F2MgN4O9", "method": "wB97M-V/def2-TZVPD", "total_charge": 1, "symbols": ["C", "O", "C", "C", "C", "C", "N", "N", "C", "Br", "C", "O", "O", "H", "H", "H", "H", "H", "H", "H", "H", "H", "H", "H", "H", "H", "H", "C", "C", "C", "C", "N", "H", "H", "H", "H", "H", "H", "H", "C", "C", "N", "H", "H", "H", "F", "C", "C", "C", "C", "C", "C", "H", "H", "H", "H", "H", "Al", "Cl", "O", "Cl", "O", "O", "O", "Mg", "C", "C", "O", "H", "H", "H", "H", "H", "F", "O", "H", "H", "H"], "positions_angstrom": [[4.70304, -1.74792, -2.36541], [4.64477, -0.42553, -1.88273], [5.17410, 0.48567, -2.81711], [4.19925, 0.80407, -3.97759], [3.71590, 2.24679, -3.97853], [2.68721, 2.51450, -2.85348], [2.07460, 1.35472, -2.28817], [1.66414, 1.70806, -0.99732], [0.76884, 0.90845, -2.80497], [0.28221, 1.36938, -4.66998], [0.74766, -0.66310, -2.75302], [1.05101, -1.20773, -3.81806], [0.40849, -1.21173, -1.72151], [4.04782, -2.34359, -1.74125], [5.71221, -2.15839, -2.27517], [4.37444, -1.82056, -3.40095], [5.46221, 1.40396, -2.31309], [6.05239, 0.01592, -3.26629], [4.72006, 0.62866, -4.91664], [3.39480, 0.07193, -3.94501], [4.58095, 2.88732, -3.82221], [3.32248, 2.53938, -4.95288], [1.93439, 3.25329, -3.04954], [3.25384, 2.99749, -2.06994], [1.09335, 2.59807, -1.03091], [2.44914, 1.86930, -0.37808], [-0.00446, 1.23345, -2.09313], [-3.60061, -1.53395, -0.52872], [-2.12906, -1.82516, -0.37245], [-1.47285, -0.86222, 0.62304], [-1.60451, 0.51479, 0.15705], [-1.70221, 1.57238, -0.24622], [-3.77189, -0.54130, -0.93320], [-4.10158, -2.33769, -1.28320], [-4.14956, -1.61936, 0.41649], [-1.63386, -1.74934, -1.34132], [-1.99278, -2.85344, -0.02625], [-0.40997, -1.10147, 0.72220], [-1.93611, -0.94297, 1.60591], [-3.01567, 1.41628, 4.50200], [-2.78027, 0.08801, 4.02382], [-2.59164, -0.97647, 3.64125], [-3.26589, 2.09732, 3.68880], [-3.83699, 1.44148, 5.21846], [-2.11848, 1.80864, 4.99936], [-5.50408, -3.32754, 1.25296], [-5.16892, -4.63781, 1.31119], [-5.17656, -5.38888, 0.15493], [-4.82850, -6.73006, 0.22401], [-4.49017, -7.30107, 1.44382], [-4.49350, -6.53004, 2.59695], [-4.82986, -5.18525, 2.52972], [-5.45245, -4.92839, -0.78530], [-4.82299, -7.33044, -0.67476], [-4.22482, -8.34786, 1.49401], [-4.23539, -6.97461, 3.54842], [-4.83275, -4.56394, 3.41759], [-1.31004, -2.91781, 3.64473], [-4.15947, -2.20450, -2.94028], [3.41472, 5.42213, 1.09494], [3.94793, 5.55140, -0.22787], [5.37556, 5.65070, -0.19078], [3.37829, 6.71428, -0.88005], [3.57136, 4.37346, -1.01473], [0.45963, 3.84473, -3.37326], [1.89333, 0.49766, 5.03487], [0.49525, 0.85139, 4.42091], [-0.08479, 1.74565, 5.20084], [1.78832, 0.07142, 6.03037], [2.39038, -0.24062, 4.39840], [2.53122, 1.37523, 5.09277], [-0.02657, -0.13326, 4.28837], [0.71371, 1.15635, 3.37279], [0.31621, 3.61282, 0.05454], [-0.59633, 5.96917, 0.06437], [-1.30548, 6.38928, -0.45200], [-0.84715, 5.06054, 0.39115], [-0.28703, 6.54848, 0.79231]], "forces_ev_per_angstrom": [[0.0, -0.1, 0.3], [-0.1, 0.4, 0.2], [-0.2, -0.4, -0.7], [0.4, -0.3, 0.0], [-0.8, 0.3, -0.4], [3.8, -2.7, -0.3], [-1.8, 1.6, 0.0], [-0.2, -0.1, 0.8], [0.6, -1.3, 0.7], [0.2, 1.1, 0.4], [0.0, -1.1, -1.7], [0.4, 0.6, -0.9], [-0.5, 0.4, 2.0], [-0.2, -0.1, 0.0], [0.2, 0.1, -0.1], [-0.1, -0.1, -0.1], [0.1, 0.0, 0.3], [0.3, 0.3, 0.1], [0.1, 0.1, -0.1], [-0.2, 0.1, -0.1], [0.0, 0.2, 0.2], [-0.1, -0.2, -0.2], [0.0, 1.2, -0.3], [-0.3, 0.1, 0.2], [0.1, -0.6, 1.0], [0.3, 0.0, -0.2], [-0.2, 0.5, -0.5], [0.9, 1.2, 1.1], [-0.4, -0.7, -0.6], [0.1, 0.0, -0.1], [0.5, -1.3, 0.6], [-0.5, 1.4, -0.6], [-0.1, 0.0, -0.1], [-0.1, 0.0, -0.3], [-0.5, -0.5, -0.4], [0.2, 0.0, 0.2], [0.1, 0.0, 0.1], [0.0, 0.1, -0.3], [-0.1, 0.1, -0.2], [-0.3, 0.9, 0.3], [-0.1, 0.2, 0.1], [0.3, -0.9, 0.2], [0.0, -0.2, -0.2], [0.0, -0.2, 0.0], [0.3, -0.3, -0.1], [0.0, 0.0, 0.0], [0.1, -0.3, 0.0], [0.0, 0.2, -0.3], [0.0, 0.0, 0.2], [0.0, -0.1, 0.0], [0.0, 0.0, -0.2], [0.1, 0.2, 0.3], [0.0, 0.0, 0.0], [0.0, 0.0, 0.0], [0.0, 0.0, 0.0], [0.0, 0.0, 0.0], [-0.1, 0.0, 0.0], [-0.3, 0.5, 0.0], [-0.1, -0.3, 0.2], [-0.2, 0.0, 0.2], [0.3, 0.3, -0.1], [-0.1, 0.0, -0.1], [-0.2, -0.1, 0.0], [-0.1, 0.2, 0.1], [-1.1, -0.9, 0.2], [0.6, -0.3, 0.0], [0.5, -0.5, -0.3], [-0.5, -0.1, -0.3], [-0.2, 0.1, 0.0], [-0.1, 0.0, -0.1], [-0.2, 0.1, 0.0], [-0.2, 0.0, 0.4], [0.1, 0.5, 0.2], [-1.3, 1.4, -0.5], [-0.3, 0.9, 0.0], [0.0, 0.1, 0.3], [1.3, -1.6, -0.3], [0.2, -0.2, -0.1]]}

---

[4]
{"formula": "C3H4ClN3S", "method": "wB97M-V/def2-TZVPD", "total_charge": 0, "relative_energy_kj_mol": 385.38, "symbols": ["C", "C", "C", "H", "H", "H", "H", "N", "N", "N", "S", "Cl"], "positions_angstrom": [[2.11752, 0.53347, 0.43642], [0.67100, 0.12405, 0.23226], [-2.09124, 0.04431, -0.36388], [2.11093, 1.58113, 0.13157], [2.54543, 0.51198, 1.50941], [-3.13963, 0.19414, -0.58459], [-2.43386, -2.05884, -0.46095], [-0.07299, 1.09006, -0.03135], [-1.44118, 1.09279, -0.15697], [-1.46935, -1.18246, -0.65654], [-0.08361, -1.43045, 0.45006], [3.28698, -0.50018, -0.50546]], "forces_ev_per_angstrom": [[1.0, -0.8, 1.4], [-0.1, -0.5, 0.7], [0.5, -0.8, -1.2], [0.4, -0.3, -0.3], [-1.2, -0.2, -1.6], [-0.2, -0.5, 0.2], [4.4, 3.2, -0.5], [-0.2, 2.3, -1.4], [0.1, 1.5, 1.4], [-3.8, -3.0, 1.0], [-0.2, -1.5, 0.2], [-0.6, 0.6, 0.2]]}

---

[5]
{"formula": "C3H7NO2", "method": "wB97M-V/def2-TZVPD", "total_charge": 0, "smiles": "CN/C(O)=C\\O", "relative_energy_kj_mol": 205.26, "symbols": ["C", "N", "C", "O", "C", "O", "H", "H", "H", "H", "H", "H", "H"], "positions_angstrom": [[1.97047, 0.10512, -0.13429], [0.60362, 0.53133, -0.32277], [-0.40700, 0.02892, 0.45023], [-0.10564, -0.15618, 1.76280], [-1.63451, -0.24985, -0.00864], [-1.89788, -0.30016, -1.36686], [2.63095, 0.85593, -0.55782], [2.21898, 0.01565, 0.92052], [2.19331, -0.85300, -0.60734], [0.30302, 0.58802, -1.28761], [-0.87855, -0.65715, 2.06753], [-2.48843, -0.32750, 0.65065], [-2.50834, 0.41886, -1.56642]], "forces_ev_per_angstrom": [[0.4, -0.1, 0.0], [-0.1, 0.0, 0.0], [-0.3, -0.1, -0.4], [-0.3, 0.0, 0.0], [-0.1, 0.1, 0.2], [-0.1, 0.3, -0.3], [0.1, 0.1, -0.1], [-0.2, 0.1, 0.0], [0.0, -0.1, -0.1], [0.1, 0.0, 0.1], [0.4, 0.1, 0.4], [0.0, -0.3, 0.2], [0.0, -0.1, -0.2]]}

---

[6]
{"formula": "C14H14N3O11V", "method": "wB97M-V/def2-TZVPD", "total_charge": -1, "spin_multiplicity": 2, "symbols": ["O", "V", "O", "N", "O", "O", "O", "O", "C", "C", "O", "H", "H", "H", "H", "C", "C", "C", "C", "C", "C", "N", "O", "O", "H", "H", "H", "H", "H", "C", "C", "C", "C", "C", "C", "N", "O", "O", "H", "H", "H", "H", "H"], "positions_angstrom": [[-2.24809, 0.79708, -3.46587], [-1.63546, -0.32980, -2.60281], [-0.19545, -0.02901, -2.11358], [-0.25209, -2.63290, -4.88672], [-0.64061, -3.79728, -4.86138], [0.69210, -2.25958, -5.58183], [-0.88229, -1.83894, -4.25008], [-2.64008, -2.11277, -1.65988], [-3.93525, -2.43159, -2.19553], [-4.22136, -3.99634, -2.40652], [-3.17085, -4.81281, -2.84419], [-4.08418, -1.95611, -3.16499], [-4.75353, -2.01593, -1.60752], [-5.12980, -4.23479, -2.95967], [-4.37181, -4.38456, -1.39917], [3.12505, 0.33895, -0.51141], [2.20793, 0.65291, 0.46342], [2.59638, 0.68749, 1.80129], [3.95923, 0.46953, 2.13354], [4.85195, 0.25905, 1.09930], [4.45556, 0.26510, -0.19444], [4.41022, 0.40300, 3.52498], [3.68365, 1.01728, 4.38122], [5.32342, -0.35361, 3.82382], [2.95875, 0.26393, -1.57588], [1.20173, 0.62690, 0.07190], [1.89672, 0.88305, 2.60043], [5.86743, 0.01834, 1.37727], [5.11535, 0.02449, -1.01493], [-0.11327, 2.29749, 3.74227], [-0.91669, 1.20830, 3.46792], [-1.47187, 1.05363, 2.19041], [-1.45736, 2.17047, 1.23942], [-0.63660, 3.24332, 1.51772], [0.00495, 3.30354, 2.76843], [-2.15613, 2.01951, -0.07435], [-2.31868, 0.90321, -0.58530], [-2.48687, 3.06502, -0.66019], [0.44733, 2.40370, 4.65924], [-1.04754, 0.34754, 4.10696], [-2.05215, 0.20844, 1.85081], [-0.64564, 4.11089, 0.87457], [0.66592, 4.14386, 2.92134]], "forces_ev_per_angstrom": [[-0.5, 1.5, -0.9], [-1.2, -6.2, 0.5], [1.4, 1.1, 0.7], [1.2, -2.7, -2.0], [0.3, -1.1, -0.3], [0.8, 0.1, -0.3], [-3.1, 4.9, 3.5], [-0.6, 2.0, -1.4], [1.4, -0.4, -0.6], [1.8, 0.2, 0.3], [-0.9, 1.1, 0.3], [0.1, 0.0, -0.5], [-0.2, -0.2, 0.6], [-0.3, 0.4, -0.2], [-0.1, -0.2, 0.5], [0.9, 1.0, -0.6], [-0.4, -1.1, -0.1], [0.8, 0.2, 0.5], [-1.3, 0.4, -1.2], [1.4, -0.3, 1.9], [0.1, -0.9, -1.0], [-2.2, 0.1, 2.2], [2.1, -1.3, -2.2], [-0.5, 1.1, -0.4], [-1.0, -0.1, 0.1], [-0.5, 0.5, 0.7], [-0.1, -0.1, -0.1], [0.2, 0.2, -0.1], [0.5, 0.1, 0.2], [0.0, 1.2, -0.9], [-0.3, -1.1, -1.6], [-0.8, 2.5, -1.6], [0.7, -2.8, 1.7], [-0.9, 0.5, 0.6], [0.1, -0.5, -0.3], [-0.1, 1.2, -2.0], [0.2, 0.8, 1.6], [0.6, -1.6, 1.5], [-0.1, -0.1, 0.1], [0.2, 0.2, 0.4], [0.1, -0.3, 0.4], [0.3, -0.1, -0.3], [0.0, 0.1, 0.2]]}

---

Ordered DFT total energy results: -9406.1548, -49038.7368, -159297.9669, -31000.0439, -8808.4015, -67414.5122; unit eV.